Entry from the OMol25 dataset: a structure of composition C48H54BrClN3O5SSiTi (ωB97M-V/def2-TZVPD).

Geometry as XYZ:
```
115
Properties=species:S:1:pos:R:3
Ti 0.70 -1.41 -0.02
C 3.65 -2.04 -1.85
O 2.69 -1.02 -1.56
C 2.78 0.11 -2.34
C 3.91 0.52 -3.02
C 3.85 1.69 -3.78
Br 5.40 2.27 -4.67
C 2.67 2.40 -3.90
C 1.52 1.97 -3.24
C 1.61 0.85 -2.43
O 0.58 0.35 -1.66
C 0.26 2.70 -3.43
N 0.18 3.99 -3.57
C -1.17 4.24 -3.80
C -1.82 5.46 -4.00
C -3.19 5.42 -4.21
C -3.90 4.21 -4.23
C -3.26 3.00 -4.03
C -1.89 3.04 -3.81
N -0.96 2.06 -3.53
H 4.62 -1.80 -1.40
H 3.75 -2.16 -2.93
H 3.27 -2.97 -1.42
H 4.84 -0.03 -2.96
H 2.62 3.29 -4.51
H -0.14 0.98 -1.50
H -1.27 6.39 -3.99
H -3.73 6.34 -4.38
H -4.96 4.22 -4.41
H -3.81 2.06 -4.03
H -1.10 1.07 -3.64
C -0.52 -3.85 3.40
C -0.29 -5.13 2.92
C 0.06 -5.31 1.60
C 0.18 -4.20 0.75
C 0.06 -2.91 1.25
C -0.34 -2.75 2.58
C 0.38 -4.32 -0.70
C 0.37 -5.58 -1.33
C 0.50 -5.67 -2.68
C 0.60 -4.49 -3.44
C 0.70 -4.53 -4.85
C 0.76 -3.38 -5.58
C 0.70 -2.15 -4.92
C 0.60 -2.08 -3.55
C 0.57 -3.25 -2.77
N 0.51 -3.17 -1.38
H -0.82 -3.70 4.43
H -0.39 -5.99 3.58
H 0.21 -6.32 1.23
H -0.48 -1.75 2.97
H 0.26 -6.47 -0.73
H 0.50 -6.63 -3.18
H 0.72 -5.50 -5.33
H 0.84 -3.42 -6.66
H 0.72 -1.23 -5.49
H 0.50 -1.13 -3.07
C 1.22 2.99 0.22
C 1.41 1.96 1.33
C 1.01 2.55 2.68
C 2.87 1.54 1.34
O 0.56 0.77 1.06
Si -1.12 0.75 1.30
S -1.63 -0.84 0.03
O -1.29 0.48 2.88
C -2.36 0.45 3.85
C -2.49 1.86 4.42
C -1.94 -0.51 4.95
C -3.63 -0.03 3.18
O -1.72 2.16 0.80
C -2.88 2.82 0.24
C -3.73 1.82 -0.51
C -2.34 3.89 -0.70
C -3.67 3.47 1.36
H 1.74 3.90 0.50
H 0.17 3.24 0.08
H 1.65 2.65 -0.71
H 1.69 3.37 2.92
H 1.06 1.81 3.47
H 0.00 2.96 2.65
H 3.47 2.44 1.48
H 3.15 1.12 0.38
H 3.11 0.85 2.14
H -1.57 2.14 4.92
H -3.31 1.90 5.14
H -2.69 2.57 3.62
H -0.93 -0.28 5.30
H -1.96 -1.55 4.61
H -2.62 -0.42 5.80
H -3.95 0.66 2.39
H -4.44 -0.10 3.91
H -3.48 -1.02 2.74
H -3.15 1.34 -1.30
H -4.58 2.32 -0.97
H -4.10 1.04 0.16
H -1.68 3.45 -1.45
H -1.77 4.64 -0.15
H -3.16 4.39 -1.23
H -4.11 2.72 2.03
H -4.47 4.07 0.94
H -3.02 4.13 1.95
Cl 2.62 -3.27 6.98
C 2.59 -2.80 5.31
C 3.01 -3.70 4.34
C 2.96 -3.32 3.01
C 2.50 -2.06 2.62
C 2.38 -1.72 1.18
C 2.09 -1.19 3.62
C 2.13 -1.54 4.96
H 3.37 -4.68 4.62
H 3.29 -4.03 2.25
H 2.74 -2.57 0.58
H 2.96 -0.84 0.90
H 1.67 -0.23 3.35
H 1.80 -0.86 5.73
```

relative energy (zero: lowest compared OMol25 entry of this formula, charge and spin)	0.5345	eV
HOMO energy	-10.5	eV
total charge	+1



Entry from the OMol25 dataset: the molecule C2H3N3O2 at a distorted geometry (ωB97M-V/def2-TZVPD).

Geometry as XYZ:
```
10
Properties=species:S:1:pos:R:3
C 0.78 1.01 0.75
C 0.58 -1.04 0.14
H -0.84 -1.31 -1.68
H -1.09 1.69 0.24
H 0.97 2.00 1.26
N -0.69 -0.33 -0.08
N -0.35 1.02 -0.03
N 1.37 -0.15 0.85
O -1.46 -0.70 -1.20
O 0.75 -2.19 -0.24
```

relative energy (zero: lowest compared OMol25 entry of this formula, charge and spin)	3.1114	eV
HOMO energy	-9.6	eV
total charge	0



Entry from the OMol25 dataset: the ion C15H14N5O3 with charge +1 at a distorted geometry (ωB97M-V/def2-TZVPD).

Geometry as XYZ:
```
37
Properties=species:S:1:pos:R:3
N -2.19 -1.96 6.12
O -0.97 -0.83 -3.52
O 0.86 -2.02 -3.69
N 0.25 -0.21 -0.58
N -0.52 0.51 0.19
N -2.11 -1.46 5.04
O -1.57 -3.32 3.24
C 1.62 1.65 -1.22
C -1.05 -1.49 1.60
C 2.42 2.33 -2.11
C 2.08 0.61 -3.81
C -1.97 0.28 3.53
C 0.95 0.50 -1.54
C -1.07 -0.04 1.32
C -1.94 -1.04 3.77
C -1.50 -1.98 2.80
C 1.03 0.07 -2.89
C 2.88 1.74 -3.39
C -1.60 0.88 2.23
N 0.25 -0.91 -3.40
C -2.01 -4.35 2.32
C 3.95 2.37 -4.34
C -1.82 2.34 1.97
H 1.53 2.08 -0.21
H -0.58 -2.01 0.79
H 2.73 3.28 -1.78
H 2.37 0.17 -4.75
H -2.46 0.93 4.20
H -2.95 -4.10 1.92
H -2.19 -5.36 2.80
H -1.35 -4.62 1.49
H 3.64 3.42 -4.46
H 4.88 2.31 -3.95
H 3.92 1.84 -5.26
H -2.16 2.92 2.75
H -2.50 2.61 1.14
H -0.83 2.87 1.68
```

relative energy (zero: lowest compared OMol25 entry of this formula, charge and spin)	2.3426	eV
HOMO energy	-11.7	eV
total charge	+1



Entry from the OMol25 dataset: a structure of composition C39H33AsBrF6N5O5SSeW at a distorted geometry (ωB97M-V/def2-TZVPD).

Geometry as XYZ:
```
93
Properties=species:S:1:pos:R:3
W 1.17 0.09 -0.33
C -2.19 -1.16 -3.16
C -1.18 -0.31 -2.50
N -0.66 -0.83 -1.27
C -1.31 -1.77 -0.62
C -2.43 -2.48 -1.16
C -2.80 -2.16 -2.51
C -3.01 -3.46 -0.40
C -2.50 -3.78 0.88
C -1.41 -3.14 1.40
C -0.78 -2.11 0.68
N 0.33 -1.45 1.01
C 0.91 -1.69 2.26
C 0.22 -1.70 3.45
C 0.88 -2.00 4.65
C 2.22 -2.31 4.66
C 2.97 -2.26 3.46
C 4.35 -2.52 3.38
C 4.99 -2.39 2.18
C 4.27 -1.97 1.06
N 2.98 -1.71 1.10
C 2.32 -1.90 2.26
H -2.43 -0.91 -4.19
H -1.62 0.68 -2.26
H -3.57 -2.75 -2.99
H -3.85 -4.02 -0.80
H -2.95 -4.59 1.44
H -1.03 -3.44 2.37
H -0.83 -1.44 3.45
H 0.32 -1.99 5.58
H 2.73 -2.55 5.58
H 4.89 -2.82 4.27
H 6.05 -2.59 2.08
H 4.76 -1.82 0.11
O -0.55 3.55 -4.53
C -0.25 2.45 -3.83
C -0.21 1.19 -4.32
C 0.09 0.08 -3.37
N 1.04 0.52 -2.37
C 0.77 1.70 -1.84
Br 3.56 0.81 -0.81
C 0.01 2.65 -2.42
H -0.61 3.37 -5.48
H -0.42 0.96 -5.36
H 0.47 -0.82 -3.87
H -0.25 3.59 -1.95
C -5.41 3.87 -2.35
C -4.99 3.12 -1.12
C -5.14 3.68 0.15
C -4.79 2.97 1.29
C -4.22 1.71 1.15
C -4.06 1.14 -0.10
C -4.46 1.84 -1.22
S -3.74 0.80 2.60
O -4.89 0.63 3.42
O -2.98 -0.35 2.18
N -2.70 1.77 3.44
C -1.30 1.89 3.05
C -1.00 2.85 1.87
C -0.10 2.18 0.86
O 0.97 2.63 0.50
O -0.47 1.01 0.39
H -5.47 4.94 -2.17
H -6.40 3.53 -2.67
H -4.72 3.69 -3.17
H -5.57 4.67 0.25
H -4.96 3.38 2.27
H -3.65 0.14 -0.16
H -4.39 1.38 -2.20
H -3.14 2.60 3.81
H -0.98 0.89 2.78
H -0.72 2.19 3.92
H -0.51 3.77 2.20
H -1.94 3.09 1.37
F 1.80 0.60 1.54
As 3.10 1.78 2.95
F 2.49 0.53 3.98
F 1.64 2.62 3.26
F 4.06 2.51 4.14
F 3.49 2.85 1.71
F 4.28 0.65 2.42
Se 1.87 -2.20 -1.44
C 3.47 -2.19 -2.49
C 4.36 -3.25 -2.32
C 5.58 -3.24 -2.97
C 5.91 -2.17 -3.80
C 5.00 -1.14 -4.01
C 3.77 -1.15 -3.36
H 4.07 -4.07 -1.67
H 6.27 -4.05 -2.82
H 6.87 -2.15 -4.29
H 5.24 -0.33 -4.67
H 3.07 -0.34 -3.52
```

relative energy (zero: lowest compared OMol25 entry of this formula, charge and spin)	6.5534	eV
HOMO energy (spin up / spin down)	-10.0 / -10.2	eV
total charge	+1
spin multiplicity	2
⟨S²⟩	1.05



Entry from the OMol25 dataset: the ion C4H9N2Se with charge +1 at a distorted geometry (ωB97M-V/def2-TZVPD).

Geometry as XYZ:
```
16
Properties=species:S:1:pos:R:3
C -0.54 -2.02 -0.12
C -1.01 -0.63 0.03
C 1.22 0.06 0.51
C -0.59 1.66 0.10
N 0.63 -2.36 0.11
N 0.05 0.39 -0.19
Se 2.90 0.33 -0.07
H -1.22 -2.78 -0.30
H -1.84 -0.57 -0.62
H -1.20 -0.54 1.13
H 1.25 -0.12 1.63
H -1.41 1.78 -0.58
H -1.02 1.56 1.16
H 0.12 2.62 -0.16
H 0.14 0.28 -1.24
H 2.51 0.33 -1.39
```

relative energy (zero: lowest compared OMol25 entry of this formula, charge and spin)	0.0000	eV
HOMO energy (spin up / spin down)	-11.7 / -14.3	eV
total charge	+1
spin multiplicity	3
⟨S²⟩	2.02



Entry from the OMol25 dataset: a cluster of 2 separate species, C10H26B2O8P in total at a distorted geometry (ωB97M-V/def2-TZVPD).

Geometry as XYZ:
```
47
Properties=species:S:1:pos:R:3
C 0.65 0.14 -7.12
C 1.92 -0.47 -6.39
O 3.06 -0.04 -6.64
O 1.71 -1.52 -5.46
C 1.89 -1.02 -4.10
C 2.47 -2.16 -3.11
C 3.14 -1.54 -1.78
C 2.26 -0.27 -1.24
B 2.33 -0.15 0.40
C 1.54 1.16 1.04
B 0.72 2.04 -0.03
O 1.50 2.91 -0.92
O -0.71 2.06 -0.21
H 0.24 -0.64 -7.84
H 0.98 1.07 -7.71
H -0.13 0.45 -6.35
H 2.50 -0.06 -4.08
H 0.84 -0.75 -3.70
H 3.34 -2.65 -3.70
H 1.69 -2.93 -2.81
H 4.14 -1.09 -2.12
H 3.34 -2.31 -0.97
H 2.67 0.63 -1.81
H 1.16 -0.52 -1.51
H 1.77 -1.13 0.83
H 3.45 -0.22 0.84
H 2.35 1.86 1.48
H 0.85 0.86 1.92
H 1.44 2.49 -1.81
H -0.89 2.47 -1.09
C -5.03 -0.61 5.66
O -3.78 -1.24 5.38
P -3.02 -0.71 3.93
O -2.10 -1.92 3.89
O -2.30 0.53 4.75
C -1.57 0.25 5.94
O -2.41 -0.09 2.45
C -2.87 1.22 2.08
H -5.39 -0.95 6.63
H -4.91 0.48 5.69
H -5.76 -0.88 4.89
H -1.22 -0.78 5.98
H -2.22 0.45 6.80
H -0.71 0.92 5.99
H -2.37 1.98 2.68
H -3.95 1.29 2.20
H -2.61 1.38 1.03
```

relative energy (zero: lowest compared OMol25 entry of this formula, charge and spin)	0.6522	eV
HOMO energy	-4.6	eV
total charge	-1



Entry from the OMol25 dataset: a structure of composition C11H20Br2F3OPTi at a distorted geometry (ωB97M-V/def2-TZVPD).

Geometry as XYZ:
```
39
Properties=species:S:1:pos:R:3
C -1.01 3.35 -0.79
C 0.26 2.54 -0.04
C 0.92 1.60 -1.24
C -0.39 1.69 1.20
C 0.69 0.84 2.10
C 2.07 1.66 2.48
C 0.97 -0.66 1.44
O 2.29 -0.79 0.79
P 2.34 -2.34 -0.08
C 1.02 -2.36 -1.49
C -0.15 -3.44 -1.06
C -1.65 -3.11 -1.64
F -1.67 -2.63 -3.06
Br -2.65 -4.89 -1.62
C -2.52 -2.06 -0.73
F -1.94 -0.71 -0.96
F -3.93 -1.99 -1.27
Br -2.64 -2.56 1.22
H -0.68 3.77 -1.86
H -1.79 2.48 -1.04
H -1.48 4.18 -0.11
H 1.08 3.32 0.28
H 1.95 1.13 -0.94
H 0.09 0.82 -1.53
H 1.11 2.29 -2.18
H -1.25 0.94 0.88
H -0.92 2.47 1.94
H 0.15 0.62 3.14
H 2.49 2.33 1.62
H 2.90 0.97 2.98
H 1.75 2.42 3.35
H 0.07 -0.94 0.72
H 0.92 -1.44 2.34
H 2.03 -3.34 0.93
H 0.51 -1.32 -1.61
H 1.52 -2.61 -2.54
H 0.18 -4.49 -1.53
H -0.10 -3.56 0.11
Ti -2.56 5.82 -0.22
```

HOMO energy	-13.1	eV
total charge	+2



Entry from the OMol25 dataset: a structure of composition C45H58AsBrF6N2OP2RuSi2 at a distorted geometry (ωB97M-V/def2-TZVPD).

Geometry as XYZ:
```
119
Properties=species:S:1:pos:R:3
Ru -0.44 -0.79 0.08
C -1.66 0.54 3.68
Si -0.89 -1.15 3.37
C -2.12 -2.52 3.03
C 0.09 -1.57 4.91
N 0.20 -0.90 1.98
P 1.76 -1.30 1.65
C 1.59 -0.80 -0.03
P 1.60 -1.04 -1.76
N -0.03 -0.92 -1.93
Si -1.12 -1.70 -3.12
C -2.81 -0.91 -2.91
C -0.51 -1.23 -4.84
C -1.17 -3.54 -2.96
C 2.38 -2.49 -2.41
C 2.81 -3.51 -1.58
C 3.33 -4.67 -2.14
C 3.42 -4.79 -3.51
C 3.02 -3.75 -4.35
C 2.50 -2.59 -3.80
C 2.33 0.36 -2.64
C 1.50 1.37 -3.11
C 2.03 2.41 -3.87
C 3.39 2.43 -4.14
C 4.22 1.43 -3.66
C 3.69 0.39 -2.92
C 2.80 -0.13 2.53
C 3.01 1.12 1.95
C 3.54 2.16 2.70
C 3.86 1.95 4.04
C 3.68 0.70 4.61
C 3.15 -0.34 3.86
C 2.19 -2.93 2.20
C 1.18 -3.85 2.44
C 1.49 -5.06 3.04
C 2.81 -5.35 3.36
C 3.83 -4.44 3.08
C 3.53 -3.23 2.50
H -2.02 0.58 4.71
H -2.50 0.77 3.03
H -0.90 1.32 3.56
H -3.15 -2.18 3.21
H -1.93 -3.36 3.69
H -2.06 -2.91 2.01
H -0.63 -1.81 5.69
H 0.69 -0.72 5.25
H 0.75 -2.43 4.78
H -2.74 0.14 -2.60
H -3.44 -1.45 -2.21
H -3.31 -0.93 -3.88
H 0.09 -0.32 -4.87
H -1.38 -1.07 -5.48
H 0.07 -2.04 -5.28
H -1.64 -3.85 -2.03
H -0.17 -3.98 -2.99
H -1.75 -3.96 -3.79
H 2.70 -3.44 -0.50
H 3.60 -5.50 -1.49
H 3.80 -5.70 -3.95
H 3.10 -3.85 -5.42
H 2.20 -1.77 -4.44
H 0.44 1.33 -2.90
H 1.39 3.19 -4.25
H 3.81 3.23 -4.74
H 5.28 1.45 -3.88
H 4.34 -0.41 -2.56
H 2.78 1.27 0.90
H 3.70 3.13 2.25
H 4.26 2.76 4.63
H 3.94 0.54 5.65
H 3.02 -1.32 4.31
H 0.16 -3.64 2.15
H 0.71 -5.78 3.20
H 3.05 -6.30 3.81
H 4.85 -4.68 3.32
H 4.32 -2.52 2.28
C -6.08 4.12 1.19
C -5.22 4.41 -0.05
C -4.96 5.91 -0.12
C -5.98 3.98 -1.32
C -3.95 3.60 0.03
C -4.04 2.19 0.19
C -2.90 1.46 0.23
Br -3.04 -0.42 0.49
C -1.57 2.02 0.10
O -0.55 1.28 0.04
C -1.49 3.47 0.02
C -2.68 4.17 -0.03
C -0.19 4.29 0.03
C 1.10 3.47 -0.10
C -0.14 5.01 1.39
C -0.22 5.32 -1.11
H -6.99 4.72 1.15
H -5.54 4.37 2.10
H -6.39 3.07 1.25
H -5.91 6.44 -0.17
H -4.39 6.19 -1.01
H -4.43 6.27 0.76
H -6.93 4.51 -1.37
H -6.20 2.91 -1.33
H -5.41 4.22 -2.22
H -5.00 1.70 0.27
H -2.61 5.25 -0.09
H 1.18 2.73 0.69
H 1.94 4.16 -0.02
H 1.16 2.96 -1.06
H -0.02 4.30 2.21
H -1.04 5.60 1.58
H 0.72 5.69 1.40
H -0.46 4.84 -2.06
H 0.76 5.78 -1.19
H -0.94 6.12 -0.94
F -0.54 -2.70 0.06
As -0.16 -5.85 -0.33
F -1.02 -5.28 1.22
F -1.76 -6.27 -0.93
F 0.12 -7.36 0.43
F 0.48 -6.32 -1.93
F 1.68 -5.47 0.05
```

relative energy (zero: lowest compared OMol25 entry of this formula, charge and spin)	3.4206	eV
HOMO energy (spin up / spin down)	-8.9 / -11.5	eV
total charge	+1
spin multiplicity	6
⟨S²⟩	8.79



Entry from the OMol25 dataset: a cluster of 2 separate species, C8H13N2P in total at a distorted geometry (ωB97M-V/def2-TZVPD).

Geometry as XYZ:
```
24
Properties=species:S:1:pos:R:3
C 1.31 1.50 1.13
C 3.80 0.05 -0.39
C -1.63 -1.22 -0.27
C 1.99 0.57 0.76
C -3.35 0.33 -0.02
C 4.63 1.29 -0.11
C -0.84 -2.22 -0.94
C -4.20 -0.04 1.12
N 2.66 -0.26 0.03
N -2.76 -0.74 -0.63
P -2.84 1.91 -0.49
H 0.65 2.30 1.14
H -2.03 1.41 -1.50
H 4.35 -0.66 -0.92
H -1.19 -0.85 0.65
H 3.95 2.20 -0.15
H 5.06 1.34 0.92
H 5.52 1.35 -0.81
H -0.28 -2.82 -0.21
H -0.12 -2.04 -1.86
H -1.59 -2.94 -1.46
H -4.44 -1.15 1.08
H -5.10 0.55 0.95
H -3.56 0.15 1.97
```

relative energy (zero: lowest compared OMol25 entry of this formula, charge and spin)	3.7978	eV
HOMO energy	-8.0	eV
total charge	0